Here is a structure of composition C21H13Cl4F3NO2STb in a non-equilibrium geometry from the OMol25 dataset. Energies are from ωB97M-V with the def2-TZVPD basis set.

Geometry as XYZ:
```
46
Properties=species:S:1:pos:R:3
Tb 10.34 11.29 12.08
Cl 7.93 10.33 11.02
C 7.20 11.57 10.04
C 6.25 11.22 9.08
C 5.55 12.20 8.35
C 5.92 13.54 8.51
C 6.89 13.85 9.42
Cl 7.42 15.45 9.60
C 7.58 12.89 10.22
S 8.81 13.42 11.38
H 5.89 10.18 8.96
H 4.75 11.88 7.67
H 5.44 14.30 7.92
Cl 14.16 7.17 7.48
C 12.48 7.33 8.01
C 11.98 6.40 8.90
C 10.69 6.61 9.41
C 9.95 7.70 9.03
C 10.43 8.56 8.05
Cl 9.22 9.73 7.46
C 11.72 8.37 7.50
N 12.27 9.23 6.56
C 11.93 10.64 6.48
C 11.41 11.06 5.28
C 10.86 12.32 5.19
C 10.84 13.12 6.34
C 11.48 12.74 7.50
C 12.10 11.50 7.59
C 13.04 11.26 8.75
C 12.63 11.82 10.08
O 12.94 12.95 10.51
O 11.87 10.97 10.74
H 12.64 5.56 9.29
H 10.29 5.92 10.15
H 8.95 7.91 9.48
H 13.18 8.97 6.15
H 11.33 10.31 4.43
H 10.24 12.64 4.32
H 10.43 14.11 6.28
H 11.52 13.41 8.31
H 13.99 11.74 8.52
H 13.13 10.21 8.92
F 10.46 13.23 16.38
C 10.67 13.28 15.08
F 11.37 14.32 14.84
F 10.04 9.83 13.43
```

Output
E_HOMO (spin up / spin down)	-8.26 / -8.27	eV
2S+1	7
lowest unoccupied orbital energy (spin up / spin down)	-1.29 / -0.80	eV
calculated total energy	-119084.7519	eV
frontier orbital gap (spin up / spin down)	6.97 / 7.47	eV
<S²>	12.614

Charges computed using Löwdin, reported in e: atom 1 (Tb): 1.350, atom 2 (Cl): 0.699, atom 3 (C): -0.665, atom 4 (C): -0.129, atom 5 (C): -0.070, atom 6 (C): -0.105, atom 7 (C): -0.719, atom 8 (Cl): 0.698, atom 9 (C): -0.709, atom 10 (S): 0.434, atom 11 (H): 0.117, atom 12 (H): 0.114, atom 13 (H): 0.102, atom 14 (Cl): 0.682, atom 15 (C): -0.578, atom 16 (C): -0.101, atom 17 (C): -0.100, atom 18 (C): -0.139, atom 19 (C): -0.508, atom 20 (Cl): 0.737, atom 21 (C): -0.304, atom 22 (N): 0.054, atom 23 (C): -0.261, atom 24 (C): -0.070, atom 25 (C): -0.081, atom 26 (C): -0.077, atom 27 (C): -0.029, atom 28 (C): -0.143, atom 29 (C): -0.036, atom 30 (C): -0.590, atom 31 (O): 0.042, atom 32 (O): -0.285, atom 33 (H): 0.128, atom 34 (H): 0.107, atom 35 (H): 0.097, atom 36 (H): 0.105, atom 37 (H): 0.141, atom 38 (H): 0.118, atom 39 (H): 0.104, atom 40 (H): 0.105, atom 41 (H): 0.142, atom 42 (H): 0.105, atom 43 (F): 0.073, atom 44 (C): -0.083, atom 45 (F): 0.112, atom 46 (F): -0.584

***

Here is a structure of composition C21H13F9N5O5S2Ti in a non-equilibrium geometry from the OMol25 dataset. Energies are from ωB97M-V with the def2-TZVPD basis set.

Geometry as XYZ:
```
56
Properties=species:S:1:pos:R:3
Ti 0.56 -0.76 -0.22
C -0.91 2.55 5.49
C 0.25 2.86 4.78
C 0.30 2.60 3.38
C -0.77 1.91 2.77
C -1.85 1.46 3.57
C -1.92 1.74 4.92
N -0.73 1.56 1.37
C -0.26 2.58 0.49
C -0.59 3.91 0.71
C -0.37 4.90 -0.24
C 0.44 4.61 -1.34
C 1.01 3.36 -1.48
C 0.43 2.30 -0.76
N 0.33 1.04 -1.25
N 0.26 0.93 -2.61
C 0.94 -0.14 -3.00
C 0.98 -0.52 -4.42
C 1.90 -1.54 -4.74
C 2.85 -2.00 -3.78
C 2.70 -1.60 -2.46
N 1.67 -0.85 -2.10
H -1.02 2.89 6.52
H 1.04 3.50 5.18
H 1.30 2.70 2.87
H -2.54 0.72 3.15
H -2.70 1.35 5.55
H -1.00 4.15 1.69
H -0.74 5.91 -0.12
H 0.68 5.41 -2.03
H 1.68 3.16 -2.32
H 0.19 -0.24 -5.09
H 1.95 -1.99 -5.75
H 3.53 -2.83 -3.99
H 3.45 -1.85 -1.70
F -0.82 -4.90 2.24
C -1.25 -4.36 1.07
F -1.82 -5.33 0.26
F -2.22 -3.46 1.40
S 0.19 -3.89 -0.07
O 0.76 -2.62 0.45
O 1.07 -5.01 0.08
N -0.18 -3.69 -1.61
S -1.21 -2.50 -2.05
O -1.01 -2.30 -3.44
O -1.18 -1.35 -1.11
C -3.03 -3.08 -2.11
F -3.82 -2.03 -2.24
F -3.31 -3.71 -0.95
F -3.20 -3.94 -3.09
F 3.31 -0.95 0.77
C 2.14 -0.37 1.09
F 2.45 0.96 1.40
F 1.76 -0.85 2.30
O -1.13 -0.70 1.48
C -0.52 0.28 1.05
```

Output
E_HOMO (spin up / spin down)	-7.62 / -8.08	eV
2S+1	2
lowest unoccupied orbital energy (spin up / spin down)	-1.15 / -2.05	eV
calculated total energy	-108915.9218	eV
frontier orbital gap (spin up / spin down)	6.48 / 6.03	eV
<S²>	0.779

Charges computed using natural (NBO), reported in e: atom 1 (Ti): 1.411, atom 2 (C): -0.203, atom 3 (C): -0.210, atom 4 (C): -0.215, atom 5 (C): 0.124, atom 6 (C): -0.206, atom 7 (C): -0.206, atom 8 (N): -0.460, atom 9 (C): 0.131, atom 10 (C): -0.224, atom 11 (C): -0.208, atom 12 (C): -0.209, atom 13 (C): -0.225, atom 14 (C): 0.202, atom 15 (N): -0.374, atom 16 (N): -0.267, atom 17 (C): 0.341, atom 18 (C): -0.209, atom 19 (C): -0.144, atom 20 (C): -0.286, atom 21 (C): 0.072, atom 22 (N): -0.597, atom 23 (H): 0.216, atom 24 (H): 0.223, atom 25 (H): 0.249, atom 26 (H): 0.236, atom 27 (H): 0.223, atom 28 (H): 0.229, atom 29 (H): 0.221, atom 30 (H): 0.219, atom 31 (H): 0.233, atom 32 (H): 0.243, atom 33 (H): 0.226, atom 34 (H): 0.234, atom 35 (H): 0.226, atom 36 (F): -0.283, atom 37 (C): 0.768, atom 38 (F): -0.319, atom 39 (F): -0.291, atom 40 (S): 2.200, atom 41 (O): -0.928, atom 42 (O): -0.856, atom 43 (N): -1.102, atom 44 (S): 2.177, atom 45 (O): -0.886, atom 46 (O): -0.913, atom 47 (C): 0.793, atom 48 (F): -0.287, atom 49 (F): -0.319, atom 50 (F): -0.282, atom 51 (F): -0.327, atom 52 (C): 0.612, atom 53 (F): -0.366, atom 54 (F): -0.332, atom 55 (O): -0.522, atom 56 (C): 0.449

***

Here is a structure of composition C21H13N12SW from the OMol25 dataset. Energies are from ωB97M-V with the def2-TZVPD basis set.

Geometry as XYZ:
```
48
Properties=species:S:1:pos:R:3
W 0.67 -0.63 -0.40
C 0.83 -3.68 2.80
C 1.13 -2.95 1.65
N 0.58 -1.76 1.42
C -0.29 -1.22 2.33
C -0.67 -1.92 3.49
C -0.07 -3.18 3.71
C -1.65 -1.33 4.32
C -2.20 -0.13 3.98
C -1.79 0.58 2.83
C -0.80 0.06 2.03
N -0.23 0.63 0.86
C -0.43 1.98 0.52
C -0.70 3.05 1.33
C -0.95 4.31 0.74
C -0.91 4.50 -0.61
C -0.56 3.42 -1.46
C -0.45 3.50 -2.86
C -0.06 2.39 -3.58
C 0.25 1.21 -2.90
N 0.14 1.09 -1.58
C -0.29 2.18 -0.87
H 1.30 -4.65 2.94
H 1.81 -3.34 0.90
H -0.34 -3.75 4.59
H -1.96 -1.85 5.22
H -2.97 0.30 4.60
H -2.28 1.50 2.59
H -0.72 2.96 2.41
H -1.17 5.15 1.39
H -1.12 5.47 -1.04
H -0.66 4.43 -3.37
H 0.04 2.42 -4.65
H 0.59 0.35 -3.45
N 0.76 -2.62 -3.40
C 1.90 -1.95 -3.03
N 3.00 -1.92 -3.72
N 3.80 -1.04 -3.08
N 3.26 -0.58 -2.04
N 2.00 -1.13 -1.92
C -0.35 -2.41 -2.63
N -1.59 -2.10 -2.98
N -2.16 -1.63 -1.88
N -1.35 -1.70 -0.87
N -0.18 -2.27 -1.31
H 0.67 -2.88 -4.38
S 3.70 0.87 0.99
C 2.49 0.27 0.35
```

Output
E_HOMO (spin up / spin down)	-14.41 / -14.53	eV
2S+1	2
lowest unoccupied orbital energy (spin up / spin down)	-8.88 / -8.92	eV
calculated total energy	-52512.9222	eV
net charge	+2
frontier orbital gap (spin up / spin down)	5.53 / 5.61	eV
<S²>	0.827

Charges computed using natural (NBO), reported in e: atom 1 (W): 1.730, atom 2 (C): -0.251, atom 3 (C): 0.124, atom 4 (N): -0.524, atom 5 (C): 0.235, atom 6 (C): -0.101, atom 7 (C): -0.027, atom 8 (C): -0.130, atom 9 (C): -0.177, atom 10 (C): -0.151, atom 11 (C): 0.085, atom 12 (N): -0.537, atom 13 (C): 0.165, atom 14 (C): -0.180, atom 15 (C): -0.181, atom 16 (C): -0.148, atom 17 (C): -0.014, atom 18 (C): -0.040, atom 19 (C): -0.251, atom 20 (C): 0.138, atom 21 (N): -0.504, atom 22 (C): 0.126, atom 23 (H): 0.267, atom 24 (H): 0.235, atom 25 (H): 0.255, atom 26 (H): 0.251, atom 27 (H): 0.255, atom 28 (H): 0.246, atom 29 (H): 0.247, atom 30 (H): 0.255, atom 31 (H): 0.251, atom 32 (H): 0.255, atom 33 (H): 0.268, atom 34 (H): 0.226, atom 35 (N): -0.565, atom 36 (C): 0.491, atom 37 (N): -0.291, atom 38 (N): 0.027, atom 39 (N): -0.088, atom 40 (N): -0.511, atom 41 (C): 0.499, atom 42 (N): -0.262, atom 43 (N): 0.048, atom 44 (N): -0.161, atom 45 (N): -0.415, atom 46 (H): 0.465, atom 47 (S): 0.644, atom 48 (C): -0.280